Model P:
This record from OMol25 describes a 40-piece molecular cluster, H80O40 overall. The level of theory is ωB97M-V with the def2-TZVPD basis set.

CARTESIAN COORDINATES (ANGSTROEM)
H  -2.6866  1.0118  2.5437
H  -2.1576  -0.4286  2.7862
O  -1.9704  0.5095  2.9008
H  3.6255  -1.3140  3.0884
H  4.7265  -1.9107  3.7139
O  3.8414  -2.1848  3.4596
H  -2.7001  -3.6539  4.4363
H  -2.4374  -2.3401  5.0728
O  -2.2564  -2.8038  4.2662
H  -4.6442  2.9702  -0.1920
H  -5.0988  3.8175  -1.4080
O  -4.3452  3.6314  -0.8169
H  -0.2638  -0.8313  -5.0555
H  0.3658  0.6356  -5.4732
O  0.2079  -0.2934  -5.6756
H  -2.6538  0.3922  -5.3799
O  -3.3005  0.2590  -4.6208
H  -2.7734  0.8839  -3.1867
O  -2.4926  1.4001  -2.4092
H  4.0347  3.6701  1.2891
H  2.8839  3.9325  1.9999
O  3.1822  3.2573  1.3358
H  -2.2900  1.1280  -0.4684
H  -3.2345  0.4541  0.5238
O  -3.1977  1.1669  -0.0919
H  -1.6201  -0.9962  -2.3675
H  -2.5889  -2.4243  -2.3390
O  -2.3171  -1.5694  -2.6535
H  4.9703  -4.0884  1.4752
H  4.7055  -3.6159  -0.1557
O  4.4925  -3.6291  0.7718
H  -3.6711  -1.1468  1.3260
O  -2.7668  -1.4333  1.4939
H  -2.2039  5.8014  -0.2432
H  -3.0372  4.7729  0.3238
O  -2.6491  5.5804  0.5908
H  0.8009  1.5599  -0.4905
H  0.0510  1.7565  -1.9391
O  0.8415  1.8739  -1.4405
H  5.6696  0.6145  3.3619
H  5.1468  0.0959  2.0018
O  5.7489  -0.1183  2.7287
H  2.4524  1.8057  5.1512
H  3.0266  1.7412  3.7139
O  3.0959  2.1991  4.5635
H  1.7002  4.1488  -2.5299
H  0.9887  3.5118  -1.4089
O  0.9392  4.2958  -1.9571
H  -3.1122  3.2230  2.0636
H  -3.3343  4.1094  3.3555
O  -3.6068  3.3254  2.9173
H  -0.1519  3.9529  2.5633
O  -0.6634  3.1689  2.4317
H  2.8133  -5.1460  1.1689
H  2.2815  -4.9335  2.5105
O  1.9675  -5.2465  1.6752
H  2.7761  -3.3593  0.5149
O  1.9470  -3.1282  0.0905
H  -0.0749  -3.3824  -1.1266
H  1.3060  -3.8233  -1.3733
O  0.6184  -3.3282  -1.8068
H  -6.1344  1.4057  0.5157
H  -6.4077  1.0899  -0.8610
O  -6.7100  0.7611  -0.0282
H  3.6005  5.0938  -1.3935
H  2.3535  4.8634  -1.0270
O  3.1785  5.0056  -0.4966
H  2.3503  1.5054  -2.0385
H  2.2815  0.8116  -3.4794
O  2.7340  0.7430  -2.6394
H  0.1575  -1.7044  -0.2904
H  -0.7045  -1.6225  0.8315
O  -0.3085  -1.0112  0.2190
H  -0.5171  -4.1733  4.7940
H  0.8510  -3.6676  4.2617
O  0.1990  -4.3699  4.1876
H  3.5024  -0.8493  -2.9406
H  3.8846  -2.1924  -3.5344
O  4.2412  -1.4424  -3.0915
H  -0.3120  -5.2634  1.2332
H  -0.0630  -5.9181  -0.0314
O  -0.8374  -5.4719  0.4724
H  0.4785  3.3390  -5.2066
H  0.0823  3.1443  -3.7430
O  0.5170  2.6648  -4.4704
H  -1.3020  5.0899  -1.7963
H  -2.7429  4.6309  -1.7042
O  -2.0718  4.9075  -2.3805
H  1.3475  -1.6625  -4.1993
O  0.8394  -1.4223  -3.4340
H  1.5769  1.3130  1.6804
H  -0.0062  0.7642  1.6406
O  0.6740  1.3513  1.2352
H  -0.9212  2.9221  1.5634
H  -2.8578  -0.4554  -4.1520
H  2.1239  -2.1587  0.2557
H  -3.0508  2.2047  -2.5502
H  -2.7532  -2.1369  2.3013
H  0.6521  -2.3861  -3.1527
O  1.0887  -1.6141  4.8067
H  1.8394  -1.5008  5.3664
H  0.8338  -0.8066  4.3933
O  2.6638  -0.2727  -0.0591
H  3.5321  -0.6579  -0.3088
H  2.4641  0.1049  -0.9156
O  5.0763  2.6128  -0.5412
H  4.5735  2.1361  -1.2280
H  4.5737  3.0186  0.1477
O  -1.1565  -4.6886  -3.4191
H  -0.9162  -4.0693  -2.7197
H  -0.6196  -5.4127  -3.1392
O  -3.3008  -5.4912  -1.0389
H  -4.1165  -4.9649  -0.8529
H  -2.9803  -5.5301  -0.1446
O  0.4529  0.9262  3.8604
H  -0.4880  0.8091  3.6967
H  0.8137  1.8382  4.1831
O  -5.0907  -0.4484  -1.8203
H  -4.4508  -0.0037  -2.3622
H  -5.6245  -1.2157  -2.0556

LUMO energy	-0.35	eV
E_HOMO	-10.4	eV
frontier orbital gap	10.046	eV

Model Q:
This record from OMol25 describes a 40-piece molecular cluster, H80O40 overall. The level of theory is ωB97M-V with the def2-TZVPD basis set.

CARTESIAN COORDINATES (ANGSTROEM)
H  -3.0488  1.3477  0.4879
H  -4.0373  1.9392  -0.4792
O  -3.1014  2.0062  -0.1911
H  0.9543  2.1559  2.8203
H  0.7331  3.2600  1.7306
O  0.7649  2.3544  1.7966
H  5.5875  -0.9907  2.9087
H  5.4857  -1.7587  1.7267
O  6.0143  -1.0688  2.0704
H  1.0099  -3.8325  -1.9531
H  0.2502  -2.7009  -1.9218
O  0.9943  -3.0214  -1.4064
H  3.3444  -0.7124  -1.9737
H  4.4467  0.0270  -2.8360
O  4.1385  -0.1149  -1.9604
H  2.5432  2.8568  -3.7103
O  2.1268  2.2016  -3.2772
H  -2.1937  -0.5541  -3.2038
O  -1.5726  -0.0921  -3.7588
H  -1.5681  -3.5561  -1.9772
H  -2.2184  -2.6230  -1.0977
O  -2.4400  -3.1215  -1.8152
H  1.0548  -0.7196  3.8911
H  0.4701  -0.7254  2.5378
O  0.2723  -0.4613  3.3998
H  4.5094  -3.8824  -2.1211
H  3.9650  -2.6434  -1.4792
O  3.9344  -3.2244  -2.2579
H  -3.9121  1.8784  -2.9831
H  -5.3320  1.4985  -3.0644
O  -4.6020  1.0037  -2.9115
H  -5.4262  -2.8629  -1.5761
O  -4.9658  -3.2553  -2.3410
H  -0.4208  -2.3077  1.4325
H  -1.4813  -3.4611  1.1408
O  -0.7161  -3.3198  1.6511
H  -1.8245  4.0747  2.5326
H  -1.2606  5.7825  2.5151
O  -1.2753  4.7699  2.3596
H  0.3717  1.2297  5.3046
H  0.4728  2.6765  5.0767
O  -0.1188  1.9953  5.3620
H  -0.1214  -1.0892  -6.4152
H  1.0854  -1.8104  -6.5648
O  0.1965  -2.0140  -6.2512
H  -3.8077  -2.1212  -3.9702
H  -4.9224  -1.1638  -3.3069
O  -4.5942  -1.5624  -4.1543
H  -5.5000  2.3763  1.7594
H  -5.1596  0.8548  1.9639
O  -5.7753  1.4778  2.2338
H  2.4518  -1.9109  -3.6036
O  2.1825  -1.4609  -4.3841
H  1.0226  0.0793  0.1354
H  1.6823  0.2915  1.6116
O  1.2952  -0.3505  0.9898
H  1.5497  -3.1883  4.8405
O  2.5288  -2.8548  4.7484
H  4.8379  1.5201  -1.8538
H  4.4315  2.4873  -0.9456
O  4.5321  2.3669  -1.8705
H  -3.1200  0.6835  6.0186
H  -1.9440  -0.0796  5.5769
O  -2.9002  -0.1388  5.5193
H  -3.5548  3.6295  2.0733
H  -4.2895  4.1539  0.8741
O  -4.4586  3.6060  1.7253
H  -0.7752  5.8218  -1.2705
H  -1.0654  5.0328  -2.4842
O  -0.2473  5.3269  -2.0346
H  3.7892  -3.0882  0.9223
H  3.2161  -1.8401  1.0720
O  4.0687  -2.2640  0.6517
H  -2.4676  1.9290  3.2806
H  -1.8223  2.4694  4.3462
O  -2.4188  2.7844  3.6210
H  3.0183  0.0041  0.6917
H  4.5299  -0.3265  0.0611
O  3.8291  0.2729  0.6105
H  -1.9278  1.6864  -3.5065
H  -2.2225  2.3917  -2.0630
O  -2.3754  2.3879  -3.0614
H  -0.5661  -2.8959  -4.5228
H  -0.6982  -1.6862  -3.5937
O  -0.3163  -2.6973  -3.7192
H  -3.0180  -2.0787  1.7533
H  -3.6647  -1.1158  0.5312
O  -2.9092  -1.3102  1.0355
H  1.8547  -4.9195  1.1335
O  1.9846  -4.1212  1.3639
H  -1.5025  1.5165  -0.4245
H  -0.0045  2.0507  -0.6075
O  -0.6826  1.3993  -0.9419
H  2.7954  -1.5786  -4.9985
H  2.3572  2.3350  -2.3061
H  2.9596  -3.6691  4.7123
H  -1.0589  0.4366  -3.0829
H  -4.0704  -3.3337  -1.9195
H  1.2251  -3.6732  1.3038
O  -0.0277  -4.4385  4.0996
H  0.3390  -3.6565  3.6628
H  -1.0308  -4.0767  3.8583
O  1.3656  -0.4511  -1.8581
H  0.8458  -1.0894  -1.5995
H  1.3479  -0.4359  -2.8915
O  -1.5176  2.0931  -5.5077
H  -2.1629  1.4227  -5.2715
H  -0.8851  2.0928  -4.8449
O  3.3962  4.5731  3.1356
H  3.1715  5.1376  2.3361
H  4.1167  3.8867  2.7037
O  4.7148  2.3254  1.7010
H  4.3990  1.3805  1.3924
H  5.4797  2.0881  2.2053
O  2.3875  2.6684  4.5290
H  2.3189  3.4766  3.9835
H  3.0977  2.2139  3.9946
O  -3.9654  -4.0961  0.4507
H  -4.9824  -4.3209  0.6471
H  -3.7999  -3.8709  -0.4786

LUMO energy	-0.71	eV
E_HOMO	-10.2	eV
frontier orbital gap	9.453	eV

Model R:
This record from OMol25 describes a 40-piece molecular cluster, H80O40 overall. The level of theory is ωB97M-V with the def2-TZVPD basis set.

CARTESIAN COORDINATES (ANGSTROEM)
H  -3.8481  -2.1421  4.7739
H  -4.6691  -1.8410  3.4413
O  -4.7079  -2.0244  4.3775
H  -1.8843  5.1722  0.3763
H  -3.0287  4.3625  1.0320
O  -2.4202  4.3817  0.2729
H  -0.2810  -1.7152  1.3747
H  -0.0424  -2.6195  2.5082
O  0.2040  -2.5361  1.5623
H  -3.7557  -0.3052  3.9120
H  -3.5072  0.6305  5.1280
O  -3.0871  0.2730  4.3424
H  -4.6754  4.1679  -1.9312
H  -3.5737  4.5364  -0.8667
O  -4.2868  4.8874  -1.4423
H  3.3745  -3.2235  4.6989
O  3.3765  -2.4268  4.1512
H  -3.3569  -4.2770  0.8603
O  -2.9755  -5.0628  1.2463
H  0.4932  -5.5975  -1.6577
H  0.1532  -4.5997  -2.7675
O  0.4518  -5.5436  -2.6256
H  -2.3991  2.0464  5.0846
H  -2.4033  3.6874  4.9641
O  -2.8154  2.8751  5.2329
H  0.8537  0.7135  -5.2559
H  1.8272  0.8196  -6.4854
O  1.3048  0.1948  -5.9651
H  -4.6041  1.1282  -5.1634
H  -4.5526  1.9495  -3.8825
O  -3.9858  1.6738  -4.6703
H  -2.8487  -0.7008  -5.1544
O  -2.5045  -1.6359  -5.0948
H  4.1047  2.6034  -2.6843
H  5.5673  3.0705  -2.2920
O  5.0480  2.4581  -2.8473
H  -1.0713  -2.2137  5.7571
H  -2.0859  -0.8963  5.6654
O  -1.8976  -1.8070  5.4990
H  1.9861  2.0383  5.8051
H  3.2845  1.4958  5.1769
O  2.7388  2.3005  5.2297
H  2.4509  2.9906  -4.7854
H  2.5485  1.4984  -4.5978
O  1.9249  2.2256  -4.5635
H  -0.9878  0.4487  2.8620
H  -1.4083  -0.5728  3.8168
O  -1.1414  -0.5281  2.8684
H  5.4200  2.2150  2.6058
H  4.2648  3.0849  2.8400
O  5.1111  2.8370  3.3221
H  0.0053  0.0328  -0.2027
O  -0.3907  -0.7229  -0.6600
H  1.2091  5.0351  -3.9180
H  1.4939  3.9229  -2.9880
O  1.9616  4.5240  -3.5947
H  2.1381  -0.1615  4.3920
O  1.2999  -0.5305  4.7771
H  3.4195  -3.2298  -3.0233
H  4.0387  -3.4146  -1.7474
O  3.4760  -2.7609  -2.1264
H  2.0153  -3.9149  -1.4783
H  1.2005  -3.2325  -0.2505
O  1.2108  -3.8069  -1.0030
H  2.1016  -1.3269  0.8000
H  3.7010  -0.9352  0.5915
O  3.0499  -1.6091  0.8394
H  2.3379  4.2404  2.9474
H  0.8196  3.9051  3.2837
O  1.4179  4.3774  2.7029
H  -1.3953  2.9940  -4.5094
H  -2.5550  3.1885  -5.4162
O  -1.7346  3.6509  -5.1890
H  -2.0807  0.7217  -3.6465
H  -0.9975  0.8130  -2.7668
O  -1.1200  0.8852  -3.7035
H  4.0750  -3.5877  0.3356
H  3.4104  -4.7685  0.4840
O  4.2258  -4.5098  0.0693
H  -0.0499  3.4125  -2.3920
H  0.8013  2.2113  -1.9575
O  0.3277  2.9831  -1.6379
H  -3.4380  0.9131  1.1788
H  -2.1158  0.2099  1.6187
O  -2.4952  0.8933  1.0677
H  6.9941  -0.7769  1.3404
H  6.0559  -0.3501  2.4796
O  6.0879  -0.6803  1.5954
H  2.0729  0.2552  0.9541
O  1.2755  0.0546  1.4446
H  -3.4542  -1.3493  -2.1404
H  -4.5610  -1.5683  -1.0838
O  -3.6105  -1.7512  -1.2916
H  -0.8889  -0.2393  -1.3165
H  2.7131  -2.6963  3.5087
H  1.3742  -1.4662  4.5786
H  -2.8312  -5.7272  0.5554
H  -2.8423  -1.8394  -4.2191
H  1.4222  -0.1284  2.3933
O  -0.0297  -3.5811  4.9768
H  0.7074  -4.0544  5.4628
H  -0.6658  -4.1514  4.5499
O  -3.5130  1.0915  -1.6167
H  -3.3328  2.0233  -1.4481
H  -3.0288  0.5414  -1.0074
O  -0.7811  -2.6132  -3.5568
H  -0.2710  -2.7107  -2.6968
H  -0.6770  -1.8048  -4.0693
O  -3.0210  -5.0037  -1.3497
H  -2.1449  -5.2431  -1.7023
H  -3.0950  -4.2371  -1.9441
O  -1.8205  3.7801  -2.3375
H  -2.0741  3.7253  -1.4020
H  -2.2585  4.5072  -2.7929
O  2.8878  2.0920  1.0691
H  3.4361  2.7833  0.6925
H  2.0387  2.5602  1.0386
O  1.7097  -0.4001  -3.2172
H  1.2372  -0.9221  -3.8742
H  1.8417  -1.0198  -2.5056

LUMO energy	-0.76	eV
E_HOMO	-10.3	eV
frontier orbital gap	9.556	eV

Model S:
This record from OMol25 describes a 40-piece molecular cluster, H80O40 overall. The level of theory is ωB97M-V with the def2-TZVPD basis set.

CARTESIAN COORDINATES (ANGSTROEM)
H  0.4548  -2.6755  -1.4697
H  1.8083  -3.1388  -1.2762
O  1.1719  -2.5282  -0.8470
H  -0.0295  0.3023  -3.6433
H  -1.3478  1.1224  -3.3731
O  -0.5144  1.1005  -3.8627
H  -5.4775  1.7035  0.0201
H  -6.7597  1.1364  0.3309
O  -6.2212  1.8956  0.6015
H  -0.2826  1.6712  4.9155
H  -0.2891  0.3758  5.9629
O  0.1714  0.9446  5.3502
H  2.1183  3.3889  4.5104
H  1.9557  3.5805  3.0935
O  2.3641  4.0391  3.8432
H  1.6672  -0.3399  -0.0251
O  2.6082  -0.2607  0.1716
H  -2.4888  -1.1621  0.8375
O  -3.2573  -1.7202  1.0784
H  -5.0981  1.0154  1.7558
H  -4.8755  2.0703  2.8065
O  -4.4037  1.3849  2.3282
H  -5.2044  -1.5632  1.0428
H  -5.4442  -0.7682  -0.2910
O  -5.8630  -1.0821  0.5101
H  1.5244  -3.2006  -3.1145
H  0.3834  -3.6663  -3.9613
O  1.3339  -3.5246  -4.0007
H  1.3670  3.5038  -3.8809
H  1.0429  4.0016  -5.1830
O  1.8632  3.8186  -4.6827
H  -2.5222  4.8510  -2.3666
O  -2.6001  4.1032  -2.9473
H  4.6014  -3.4571  1.0303
H  4.9468  -2.0661  0.6117
O  4.3526  -2.8005  0.3759
H  3.8549  -1.4130  2.3392
H  5.0391  -0.5887  2.7099
O  4.8218  -1.4375  2.3136
H  -1.3153  4.2661  3.6776
H  -0.8426  4.0645  5.0776
O  -0.9784  3.5699  4.2589
H  -0.2014  5.9066  0.3959
H  -0.1012  5.8294  -0.9969
O  -0.8084  6.0059  -0.3542
H  3.2161  2.8841  -4.0277
H  4.5884  2.3038  -4.4552
O  4.1515  2.8252  -3.7882
H  -2.4488  -5.8374  0.9203
H  -1.4321  -5.7932  1.9973
O  -2.3458  -5.5496  1.8344
H  1.4295  1.3510  0.2174
O  0.5669  1.6196  -0.1266
H  2.4261  -1.3061  5.2614
H  1.2646  -1.0548  4.3412
O  1.9841  -1.6849  4.4967
H  3.4180  0.9575  1.8096
O  2.9947  0.3790  2.4603
H  2.5899  -3.9352  2.5193
H  2.3551  -3.1754  1.0035
O  2.4292  -3.9270  1.5788
H  -0.9381  3.3054  -4.4648
H  -0.6618  2.4515  -5.6490
O  -0.8732  3.3655  -5.4226
H  -2.8455  -0.4766  4.6070
H  -2.8628  0.3913  5.9079
O  -2.9967  -0.5050  5.5940
H  -3.1040  0.3295  -2.9598
H  -3.7985  1.0264  -1.9659
O  -3.2532  1.2605  -2.7311
H  -2.2010  1.9192  0.5661
H  -1.9174  1.9725  -1.0094
O  -2.0991  1.4206  -0.2454
H  0.8463  2.4168  -2.4237
H  0.1840  3.3888  -1.6491
O  0.9067  3.3810  -2.2972
H  -3.9473  4.8883  0.3771
H  -2.5239  5.0143  0.6081
O  -3.3598  5.2540  1.0536
H  3.5527  -4.1730  -2.7420
H  3.3753  -3.9782  -1.1339
O  3.0316  -4.3744  -1.9415
H  -3.6757  -1.0428  -0.4316
H  -2.8416  -1.3774  -1.4939
O  -3.7832  -1.1258  -1.4262
H  4.1363  -3.0454  -4.9611
H  3.4677  -2.4809  -3.6791
O  4.2245  -2.9562  -4.0080
H  -3.0176  0.1202  2.8999
O  -2.1728  -0.2913  3.1487
H  -0.6218  2.2480  3.1046
H  -0.3759  0.6820  3.0248
O  -0.2548  1.5296  2.5704
H  0.0462  1.4247  0.6839
H  2.9132  -1.1701  0.2853
H  2.8087  0.9561  3.1998
H  -2.6115  -2.4473  1.2561
H  -3.4730  3.7725  -3.1444
H  -2.0949  -1.1226  2.6809
O  -0.9490  -4.9906  -2.2570
H  -1.0833  -5.6016  -1.5352
H  -0.0818  -5.1488  -2.6274
O  -0.9207  -2.7772  0.6297
H  -0.0253  -2.8298  0.9855
H  -0.8169  -3.4099  -0.0960
O  0.4165  -1.0235  2.3738
H  1.0431  -0.4937  1.8740
H  0.6850  -1.6879  2.9969
O  -0.6257  -1.0751  -1.6032
H  -0.5566  -0.6822  -2.4686
H  -0.7167  -0.3925  -0.9241
O  1.0275  -5.4336  -0.3176
H  1.6031  -4.9880  0.3308
H  1.6294  -6.0843  -0.6901
O  4.6538  1.3828  -0.3979
H  4.4066  1.3681  -1.3280
H  5.5073  0.9341  -0.4290
O  2.5667  0.7120  -4.2249
H  3.2898  0.4579  -3.6608
H  2.0470  1.4965  -4.1356

LUMO energy	-0.52	eV
E_HOMO	-10.5	eV
frontier orbital gap	9.988	eV

List of relative energies, unit hartree: model P 0.0926; model Q 0.2639; model R 0.0286; model S 0.0000